No. 1
48
Properties=species:S:1:pos:R:3 method="wB97M-V/def2-TZVPD" total_energy_ev=-56740.40646 gap_ev=8.86 smiles="N#C[C@H](I)[C@](C#N)(CCC(=O)O)P(=O)(O)O.O=C1c2ccccc2C(=O)c2ccccc21" homo_ev=-9.9 charge=0 largest_force_ha_per_bohr=0.1047
N -1.361 -0.008 -4.646
C -1.557 -0.064 -3.538
C -1.966 -0.160 -2.096
I -2.790 -2.164 -1.796
C -3.019 0.970 -1.714
C -3.407 0.661 -0.273
N -3.717 0.787 0.797
C -4.236 0.937 -2.697
C -5.618 0.968 -1.994
C -5.892 2.322 -1.287
O -5.612 3.368 -1.745
O -6.468 2.236 -0.032
P -2.051 2.588 -1.815
O -2.264 3.421 -0.617
O -2.377 3.388 -3.185
O -0.452 2.239 -1.869
H -1.110 -0.112 -1.397
H -4.229 1.746 -3.451
H -4.192 -0.013 -3.276
H -6.390 0.889 -2.796
H -5.797 0.099 -1.326
H -5.788 2.068 0.644
H -3.118 4.008 -3.063
H 0.033 2.946 -1.413
O 1.724 -2.933 0.569
C 2.522 -2.222 1.149
C 2.065 -1.013 1.881
C 0.709 -0.707 1.917
C 0.265 0.398 2.628
C 1.176 1.201 3.309
C 2.531 0.910 3.262
C 2.981 -0.194 2.543
C 4.436 -0.486 2.485
O 5.238 0.257 3.016
C 4.892 -1.707 1.771
C 6.248 -2.014 1.737
C 6.681 -3.167 1.102
C 5.761 -4.019 0.497
C 4.410 -3.709 0.516
C 3.970 -2.551 1.148
H -0.004 -1.332 1.394
H -0.792 0.632 2.658
H 0.828 2.056 3.874
H 3.238 1.539 3.788
H 6.965 -1.356 2.210
H 7.737 -3.407 1.080
H 6.100 -4.924 0.009
H 3.698 -4.373 0.042

=====

No. 2
18
Properties=species:S:1:pos:R:3 method="wB97M-V/def2-TZVPD" total_energy_ev=-8897.59660 gap_ev="7.24 / 7.24" homo_ev="-6.6 / -6.6" charge=0 largest_force_ha_per_bohr=0.0094 e_above_lowest_kcal_mol=94.6
C -2.469 0.129 -0.632
C -1.016 -0.242 -0.357
C -0.665 -0.404 1.127
N 0.796 -0.424 1.076
C 1.252 0.365 0.080
O 0.931 1.665 -0.032
C 2.591 0.047 -0.516
H -2.643 0.283 -1.704
H -3.198 -0.639 -0.309
H -2.767 1.059 -0.124
H -0.779 -1.187 -0.871
H -0.041 1.579 -0.202
H -1.004 0.453 1.726
H -1.011 -1.311 1.656
H 1.238 -1.331 1.138
H 2.483 -0.030 -1.603
H 3.019 -0.886 -0.136
H 3.283 0.873 -0.315

=====

No. 3
12
Properties=species:S:1:pos:R:3 method="wB97M-V/def2-TZVPD" total_energy_ev=-11071.53932 gap_ev=9.13 homo_ev=-9.2 charge=0 largest_force_ha_per_bohr=0.3045 e_above_lowest_kcal_mol=154.0
C -0.091 1.118 -0.378
C 1.707 -0.026 -0.209
H -2.228 0.195 1.342
H -2.744 -0.954 -0.328
H -0.993 1.950 0.175
H 3.121 -0.952 0.720
N -2.242 0.098 0.115
N -0.806 -0.086 -0.262
N 1.077 1.146 -0.568
N 2.841 -0.055 0.233
N 0.809 -1.274 -0.410
N -0.451 -1.159 -0.430

=====

No. 4
25
Properties=species:S:1:pos:R:3 method="wB97M-V/def2-TZVPD" total_energy_ev=-15128.53137 gap_ev=8.82 smiles="Cc1ccc(O)cc1.CC(N)=O" homo_ev=-8.4 charge=0 largest_force_ha_per_bohr=0.0549 e_above_lowest_kcal_mol=25.4
C 0.173 -3.116 2.735
C 0.347 -1.766 2.086
C 0.469 -1.614 0.683
C 0.900 -0.475 0.037
C 1.320 0.595 0.904
O 1.954 1.718 0.469
C 0.927 0.575 2.223
C 0.511 -0.610 2.821
H -0.819 -3.253 3.108
H 0.928 -3.234 3.560
H 0.085 -3.957 2.119
H 0.234 -2.503 0.089
H 1.043 -0.354 -1.028
H 2.132 1.725 -0.477
H 0.801 1.433 2.864
H 0.217 -0.554 3.874
C -0.410 1.218 -3.511
C -1.815 1.546 -2.959
N -1.933 2.361 -1.898
O -2.764 1.084 -3.576
H 0.077 0.504 -2.853
H 0.129 2.149 -3.467
H -0.576 0.978 -4.551
H -2.831 2.708 -1.608
H -1.097 2.843 -1.643

=====

No. 5
17
Properties=species:S:1:pos:R:3 method="wB97M-V/def2-TZVPD" total_energy_ev=-8307.99790 gap_ev=10.65 homo_ev=-14.1 charge=+1 largest_force_ha_per_bohr=0.0693 e_above_lowest_kcal_mol=87.5
C 0.228 -1.924 1.788
C -0.970 -1.398 -0.325
C -0.102 -0.849 0.802
N 0.403 2.578 -2.273
N 0.330 0.388 0.827
O -0.012 2.238 -0.994
H -0.579 -2.553 2.201
H 0.742 -2.789 1.274
H 0.772 -1.677 2.732
H -0.821 -0.684 -1.210
H -1.033 -2.428 -0.757
H -1.930 -1.213 0.046
H 0.168 1.861 -2.943
H 0.066 3.458 -2.659
H 0.810 0.801 1.597
H 1.367 2.607 -2.227
H 0.246 1.156 -0.052

=====

No. 6
8
Properties=species:S:1:pos:R:3 method="wB97M-V/def2-TZVPD" total_energy_ev=-8877.26896 gap_ev=6.32 homo_ev=-2.6 charge=-1 largest_force_ha_per_bohr=0.0534 e_above_lowest_kcal_mol=0.6
C -0.608 1.574 1.054
C 0.197 1.202 0.036
O 1.231 -1.399 -0.674
H -0.319 2.356 1.781
H 0.975 1.962 -0.188
H 1.888 -1.212 -1.358
Tl -0.836 -0.936 -0.401
H -1.801 1.515 1.019

=====

No. 7
57
Properties=species:S:1:pos:R:3 method="wB97M-V/def2-TZVPD" total_energy_ev=-43698.09927 gap_ev=8.38 smiles="CCOCCCn1c(=S)[nH]c2cc(C(=O)N[C@H]3CCCC[C@H]3C)ccc2c1=O" homo_ev=-8.6 charge=0 largest_force_ha_per_bohr=0.0145 e_above_lowest_kcal_mol=0.8
C -6.819 -2.285 0.555
C -7.780 -1.263 -0.045
O -7.548 0.054 0.433
C -6.997 0.964 -0.482
C -5.514 0.741 -0.799
C -4.670 0.832 0.470
N -3.253 0.679 0.177
C -2.523 1.791 -0.130
S -3.146 3.314 -0.200
N -1.196 1.622 -0.389
C -0.557 0.409 -0.394
C 0.806 0.301 -0.662
C 1.406 -0.948 -0.673
C 2.861 -1.125 -0.996
O 3.258 -2.057 -1.665
N 3.665 -0.171 -0.483
C 5.102 -0.180 -0.655
C 5.576 1.136 -1.282
C 5.440 2.310 -0.315
C 6.195 2.025 0.980
C 5.692 0.738 1.626
C 5.835 -0.450 0.671
C 5.343 -1.743 1.316
C 0.646 -2.094 -0.429
C -0.699 -1.990 -0.151
C -1.313 -0.738 -0.126
C -2.747 -0.620 0.160
O -3.471 -1.567 0.375
H -6.879 -2.246 1.640
H -7.099 -3.282 0.225
H -5.790 -2.097 0.261
H -7.727 -1.284 -1.140
H -8.805 -1.519 0.252
H -7.566 0.953 -1.424
H -7.122 1.944 -0.012
H -5.371 -0.239 -1.259
H -5.196 1.508 -1.507
H -4.956 0.037 1.160
H -4.816 1.802 0.948
H -0.685 2.466 -0.613
H 1.369 1.195 -0.892
H 3.281 0.526 0.133
H 5.300 -1.006 -1.347
H 6.624 1.024 -1.564
H 5.002 1.328 -2.191
H 5.834 3.213 -0.784
H 4.386 2.494 -0.091
H 6.075 2.860 1.673
H 7.260 1.924 0.759
H 6.260 0.536 2.536
H 4.645 0.856 1.918
H 6.897 -0.565 0.427
H 5.946 -1.985 2.187
H 4.307 -1.647 1.635
H 5.405 -2.566 0.609
H 1.135 -3.054 -0.471
H -1.306 -2.859 0.047

=====

No. 8
79
Properties=species:S:1:pos:R:3 method="wB97M-V/def2-TZVPD" total_energy_ev=-44331.31911 gap_ev=9.18 smiles="CCN(CC[C@@](C#N)(Cc1ccc(C)cc1)[C@@H](C#N)N(C)C(C)=O)C(C)=O.COCCNCCOC" homo_ev=-8.6 charge=0 largest_force_ha_per_bohr=0.0605
C 3.348 -0.710 2.762
C 4.045 -1.434 1.531
N 3.526 -2.774 1.190
C 2.138 -2.743 0.652
C 2.243 -2.492 -0.895
C 0.841 -2.255 -1.632
C 1.228 -1.385 -2.895
N 1.512 -0.817 -3.849
C 0.220 -3.578 -2.234
C -0.512 -4.493 -1.210
C -1.991 -4.391 -1.052
C -2.731 -5.226 -0.095
C -2.034 -6.202 0.779
C -2.816 -7.072 1.829
C -0.571 -6.336 0.630
C 0.138 -5.506 -0.353
C -0.169 -1.368 -0.798
C 0.583 -0.021 -0.476
N 0.874 1.085 -0.385
N -1.508 -1.191 -1.403
C -2.439 -1.070 -0.219
C -1.662 0.083 -2.125
C -2.193 1.433 -1.462
O -1.433 0.158 -3.311
C 3.689 -3.749 2.255
C 4.667 -4.959 1.933
O 3.125 -3.747 3.326
H 4.076 -0.343 3.536
H 2.856 0.227 2.351
H 2.522 -1.294 3.246
H 5.138 -1.555 1.790
H 4.007 -0.727 0.651
H 1.504 -1.984 1.201
H 1.686 -3.746 0.926
H 2.811 -1.519 -1.022
H 2.870 -3.266 -1.427
H 0.990 -4.162 -2.810
H -0.553 -3.257 -2.995
H -2.586 -3.680 -1.674
H -3.838 -5.154 0.028
H -3.720 -6.488 2.170
H -3.206 -8.031 1.384
H -2.191 -7.283 2.739
H 0.005 -7.053 1.262
H 1.257 -5.618 -0.429
H -0.345 -1.847 0.211
H -2.546 -2.064 0.315
H -1.995 -0.374 0.560
H -3.474 -0.771 -0.520
H -1.654 1.673 -0.510
H -2.070 2.276 -2.191
H -3.303 1.319 -1.310
H 4.449 -5.292 0.873
H 4.419 -5.855 2.575
H 5.744 -4.687 2.074
C -1.614 6.949 2.455
O -1.937 7.630 1.254
C -0.825 8.300 0.662
C -0.403 7.611 -0.630
N 0.216 6.315 -0.366
C 0.402 5.491 -1.562
C -0.853 5.053 -2.327
O -1.676 4.134 -1.617
C -2.584 4.732 -0.706
H -2.545 6.624 2.919
H -1.004 6.064 2.255
H -1.091 7.608 3.155
H 0.015 8.395 1.357
H -1.167 9.312 0.419
H 0.311 8.249 -1.160
H -1.298 7.506 -1.254
H -0.362 5.799 0.286
H 0.927 4.587 -1.239
H 1.074 6.016 -2.249
H -0.512 4.515 -3.217
H -1.441 5.899 -2.698
H -2.934 5.709 -1.047
H -2.132 4.811 0.284
H -3.449 4.070 -0.612

=====

No. 9
17
Properties=species:S:1:pos:R:3 method="wB97M-V/def2-TZVPD" total_energy_ev=-7296.29160 gap_ev=10.66 homo_ev=-14.0 charge=+1 largest_force_ha_per_bohr=0.0764 e_above_lowest_kcal_mol=107.4
C -0.660 0.849 2.047
C 0.537 0.131 1.652
C 0.277 -1.624 -1.838
C -0.157 0.791 -1.050
N 0.152 1.265 0.866
N -0.349 -0.568 -0.943
H -1.553 0.340 1.643
H -0.637 1.616 2.811
H 1.471 0.099 2.117
H -0.040 -2.582 -1.294
H -0.153 -1.523 -2.933
H 1.358 -1.577 -1.922
H -1.118 1.274 -1.047
H 0.434 -0.693 1.006
H 0.724 2.098 0.766
H 0.948 0.977 -1.576
H -1.233 -0.872 -0.304

=====

No. 10
110
Properties=species:S:1:pos:R:3 method="wB97M-V/def2-TZVPD" total_energy_ev=-211631.56874 gap_ev=10.63 homo_ev=-10.7 charge=0 largest_force_ha_per_bohr=0.0405 e_above_lowest_kcal_mol=0.0
C 1.058 1.864 -6.299
C 0.341 3.168 -5.939
O -1.034 2.829 -5.691
S -1.244 1.252 -5.450
O -2.073 0.730 -6.487
O -1.532 0.956 -4.091
O 0.289 0.843 -5.705
H 2.079 1.857 -5.923
H 1.149 1.750 -7.383
H 0.352 3.877 -6.762
H 0.719 3.597 -5.012
C 3.266 -2.008 -4.317
C 3.821 -2.607 -3.026
O 4.350 -3.868 -3.503
S 5.221 -3.484 -4.784
O 5.502 -4.605 -5.603
O 6.306 -2.669 -4.327
O 4.059 -2.539 -5.418
H 3.369 -0.924 -4.331
H 2.224 -2.241 -4.529
H 3.033 -2.818 -2.309
H 4.570 -1.970 -2.565
C 1.269 5.074 5.327
C 2.255 4.016 5.852
O 2.513 3.168 4.733
S 1.513 3.449 3.468
O 0.902 2.234 3.059
O 2.284 4.164 2.499
O 0.518 4.376 4.327
H 1.783 5.896 4.818
H 0.556 5.483 6.036
H 1.670 3.363 6.496
H 3.124 4.509 6.272
C -1.054 -1.534 0.030
C -1.105 -0.514 -1.118
O 0.209 0.009 -1.327
S 1.181 -0.531 -0.179
O 1.060 0.272 0.996
O 2.444 -0.880 -0.730
O 0.346 -1.869 0.093
H -1.759 -2.312 -0.243
H -1.276 -1.041 0.976
H -1.742 0.311 -0.785
H -1.548 -0.839 -2.054
C -1.578 -3.563 3.992
C -0.342 -3.887 3.148
O -0.406 -5.257 2.762
S -1.153 -6.073 3.975
O -0.188 -6.251 5.015
O -1.871 -7.168 3.439
O -2.125 -4.870 4.338
H -2.391 -3.172 3.384
H -1.350 -3.131 4.961
H 0.593 -3.745 3.695
H -0.232 -3.267 2.259
C -2.918 0.488 5.002
C -1.695 0.552 4.093
O -0.609 0.476 5.013
S -1.030 1.160 6.424
O -0.347 2.377 6.701
O -0.999 0.104 7.372
O -2.528 1.499 5.961
H -3.118 -0.444 5.532
H -3.832 0.771 4.486
H -1.685 1.507 3.571
H -1.621 -0.274 3.390
C -6.518 -1.248 0.067
C -5.502 -2.206 -0.528
O -4.305 -1.808 0.114
S -4.613 -1.592 1.676
O -3.773 -0.546 2.170
O -4.563 -2.896 2.247
O -6.115 -1.090 1.432
H -7.572 -1.501 -0.024
H -6.437 -0.253 -0.386
H -5.448 -2.284 -1.609
H -5.770 -3.228 -0.227
C -0.670 5.941 1.652
C -1.701 6.140 0.516
O -2.264 4.858 0.272
S -1.489 3.688 1.030
O -1.181 2.640 0.116
O -2.123 3.388 2.273
O -0.208 4.603 1.345
H -1.052 5.913 2.671
H 0.232 6.537 1.553
H -1.232 6.554 -0.371
H -2.476 6.813 0.883
C 1.635 -5.443 -3.610
C 0.374 -6.132 -4.103
O -0.586 -5.081 -4.096
S -0.315 -4.084 -2.870
O -1.161 -4.341 -1.757
O -0.301 -2.723 -3.336
O 1.170 -4.612 -2.550
H 2.072 -4.822 -4.398
H 2.461 -6.032 -3.219
H 0.053 -6.957 -3.465
H 0.606 -6.556 -5.079
C 2.973 2.796 -0.446
C 4.103 3.663 -1.021
O 4.785 2.747 -1.905
S 3.645 2.001 -2.723
O 4.142 0.751 -3.183
O 2.995 2.887 -3.635
O 2.748 1.764 -1.416
H 2.075 3.335 -0.146
H 3.255 2.267 0.467
H 4.817 4.085 -0.325
H 3.687 4.443 -1.664